1.
{
  "formula": "C24H33N3O2STi",
  "method": "ωB97M-V with the def2-TZVPD basis set",
  "elements": ["Ti", "N", "C", "S", "N", "N", "C", "C", "C", "C", "C", "C", "C", "O", "H", "H", "H", "H", "H", "H", "H", "C", "C", "C", "C", "C", "C", "C", "C", "C", "C", "C", "C", "O", "H", "H", "H", "H", "H", "H", "H", "H", "H", "H", "H", "H", "H", "H", "H", "H", "H", "C", "C", "C", "C", "H", "H", "H", "H", "H", "H", "H", "H", "H"],
  "positions_angstrom": [[0.19004, 0.67777, -0.97649], [-2.47554, 3.99860, -0.35236], [-1.33487, 3.30387, -0.67427], [-1.31298, 2.45601, -2.19119], [-0.37191, 3.35438, 0.20618], [0.68112, 2.52952, -0.15177], [1.86323, 2.95064, 0.07153], [3.04422, 2.27059, -0.41645], [4.29447, 2.62671, 0.10044], [5.46343, 2.08921, -0.39534], [5.38830, 1.19424, -1.46561], [4.17560, 0.84678, -2.01354], [2.96368, 1.35387, -1.50029], [1.82455, 1.00799, -2.03634], [-3.07041, 4.24721, -1.12271], [-2.37248, 4.67532, 0.38713], [1.98213, 3.90155, 0.58834], [4.32885, 3.34230, 0.91550], [6.42104, 2.36266, 0.02830], [6.29835, 0.77027, -1.87611], [4.11181, 0.16084, -2.84872], [-4.19976, 0.13404, -0.97522], [-3.53497, -1.24632, -0.96891], [-2.62833, -1.42369, -2.18411], [-2.89121, -1.53662, 0.37763], [-3.40330, -2.58403, 1.13458], [-2.99515, -2.81327, 2.43883], [-2.10892, -1.91869, 3.01385], [-1.56915, -0.85052, 2.30374], [-0.76008, 0.18109, 3.07540], [0.71407, 0.28206, 2.69186], [-1.43142, 1.55734, 3.03164], [-1.88816, -0.71012, 0.93461], [-1.29578, 0.21415, 0.18722], [-4.74831, 0.28814, -1.90981], [-3.45308, 0.92517, -0.88998], [-4.90183, 0.22421, -0.14289], [-4.33237, -1.98971, -1.06992], [-1.84932, -0.66366, -2.21183], [-3.21089, -1.31507, -3.10386], [-2.15564, -2.40542, -2.18706], [-4.15927, -3.22337, 0.68755], [-3.39811, -3.64104, 3.01026], [-1.83746, -2.03086, 4.05936], [-0.78916, -0.15670, 4.11640], [0.83881, 0.68956, 1.69098], [1.19775, -0.69573, 2.71185], [1.23461, 0.94315, 3.39233], [-1.44466, 1.95828, 2.01780], [-0.88795, 2.26519, 3.66601], [-2.46149, 1.49364, 3.39152], [0.84140, -2.62838, -2.41356], [1.87907, -2.06833, -1.44482], [2.70000, -3.21530, -0.84997], [1.23541, -1.19977, -0.36149], [1.28952, -3.30732, -3.14672], [0.33991, -1.82731, -2.96380], [0.07333, -3.18202, -1.86390], [2.56368, -1.43812, -2.02284], [2.05163, -3.87684, -0.26531], [3.47034, -2.82945, -0.17787], [3.18941, -3.81785, -1.62506], [2.04332, -0.85939, 0.30392], [0.58091, -1.82147, 0.26530]],
  "atomic_forces_ev_per_a": [[-0.31, -0.74, -0.11], [0.05, 0.05, 0.00], [0.03, -0.01, 0.08], [-0.03, -0.08, 0.06], [-0.09, 0.10, -0.01], [-0.17, 0.19, 0.06], [0.22, 0.13, 0.05], [0.10, -0.06, -0.02], [0.05, -0.02, -0.01], [0.00, 0.03, 0.03], [0.06, 0.01, 0.01], [-0.07, -0.04, -0.05], [0.05, 0.01, 0.02], [-0.09, 0.02, 0.11], [0.00, -0.03, 0.00], [-0.02, 0.01, 0.00], [-0.02, 0.04, 0.02], [0.00, 0.00, 0.00], [-0.01, 0.00, 0.00], [-0.02, 0.00, 0.01], [0.01, 0.01, 0.00], [0.04, 0.03, 0.01], [0.04, 0.01, 0.01], [-0.01, -0.01, -0.01], [-0.03, 0.04, -0.04], [-0.01, -0.01, -0.01], [-0.02, 0.00, -0.02], [0.01, 0.06, 0.03], [0.03, 0.04, 0.05], [0.01, -0.01, -0.05], [0.04, -0.04, -0.01], [-0.04, 0.00, -0.01], [0.00, -0.05, 0.05], [0.25, 0.20, -0.28], [0.02, 0.00, 0.03], [-0.04, -0.04, 0.00], [0.01, 0.00, -0.01], [-0.04, -0.03, 0.00], [0.03, 0.04, -0.01], [0.01, -0.02, 0.02], [0.02, -0.01, 0.00], [0.02, 0.02, 0.00], [0.01, 0.01, -0.02], [0.01, 0.00, -0.01], [0.00, -0.02, 0.04], [0.00, -0.01, 0.04], [0.00, 0.00, 0.00], [-0.01, -0.02, -0.02], [0.02, -0.02, 0.04], [-0.02, -0.02, -0.03], [0.01, 0.00, 0.00], [-0.02, 0.01, 0.01], [0.00, 0.01, 0.03], [0.00, -0.04, 0.01], [-0.05, 0.23, -0.10], [-0.01, 0.02, 0.01], [-0.01, 0.00, 0.00], [0.02, -0.01, -0.01], [0.00, -0.02, -0.01], [0.02, 0.01, -0.01], [-0.01, -0.01, -0.01], [-0.01, 0.02, 0.03], [-0.01, 0.05, 0.05], [-0.04, -0.05, 0.00]],
  "homo_lumo_gap_ev": [6.929, 7.478],
  "relative_energy_ev": 0.854,
  "s_squared": 0.7554,
  "lumo_ev": [2.90, 2.90],
  "total_charge": -1,
  "total_energy_ha": -2496.89109,
  "molar_mass_g_mol": 475.48,
  "multiplicity": 2,
  "fmax_ha_per_bohr": 0.016
}


2.
{
  "formula": "C24H33N3ORuSeSi",
  "method": "ωB97M-V with the def2-TZVPD basis set",
  "elements": ["Ru", "C", "C", "C", "C", "C", "C", "N", "N", "Si", "C", "C", "C", "H", "H", "H", "H", "H", "H", "H", "H", "H", "H", "H", "H", "H", "H", "H", "O", "C", "C", "C", "C", "C", "C", "N", "H", "H", "H", "H", "H", "H", "H", "C", "C", "C", "C", "C", "C", "Se", "C", "C", "C", "H", "H", "H", "H", "H", "H", "H", "H", "H", "H", "H"],
  "positions_angstrom": [[0.49828, 0.05671, -0.61766], [-0.48571, 3.23708, 1.62773], [-0.60120, 3.33767, 0.13430], [-1.11485, 4.46268, -0.48888], [-1.18112, 4.49361, -1.87926], [-0.72950, 3.42356, -2.62249], [-0.19987, 2.31418, -1.94462], [-0.16108, 2.30324, -0.58796], [0.28232, 1.16785, -2.49698], [1.42650, 1.13107, -3.80974], [0.85159, 1.85990, -5.44466], [1.92287, -0.68080, -3.94980], [2.91535, 2.14229, -3.20238], [-1.38803, 3.60397, 2.11470], [0.35268, 3.84088, 1.98040], [-0.31890, 2.19930, 1.91628], [-1.46197, 5.29432, 0.10839], [-1.60287, 5.35592, -2.37983], [-0.79261, 3.40211, -3.69975], [-0.06091, 1.39070, -5.81681], [1.63408, 1.71664, -6.19361], [0.67761, 2.93283, -5.35937], [1.05609, -1.32535, -4.11361], [2.41901, -0.99158, -3.02723], [2.62072, -0.83997, -4.77436], [2.65243, 3.20072, -3.13845], [3.77790, 2.05019, -3.86618], [3.21302, 1.81008, -2.20363], [1.37637, -2.28564, -1.04885], [2.67040, -2.59976, -0.56126], [3.29981, -1.39622, 0.09282], [4.64668, -1.42237, 0.42571], [5.21274, -0.31890, 1.03643], [4.41531, 0.78560, 1.30596], [3.08394, 0.73441, 0.95507], [2.53608, -0.33688, 0.36068], [1.14701, -2.86911, -1.77819], [3.32278, -2.94009, -1.36823], [2.60178, -3.40227, 0.18055], [5.23753, -2.30100, 0.20188], [6.26256, -0.31743, 1.29651], [4.82374, 1.66871, 1.77555], [2.41637, 1.56474, 1.15385], [-5.32999, -3.45423, 4.56002], [-4.29333, -2.83580, 3.67011], [-4.64962, -1.95614, 2.65086], [-3.70703, -1.37822, 1.82017], [-4.13259, -0.42948, 0.73422], [-2.35230, -1.69906, 2.02850], [-1.03998, -0.88997, 0.90555], [-1.95595, -2.58086, 3.04820], [-0.52585, -2.96103, 3.32635], [-2.94641, -3.13082, 3.84764], [-6.33309, -3.13517, 4.28445], [-5.15407, -3.17819, 5.60086], [-5.28564, -4.54272, 4.50133], [-5.69653, -1.71940, 2.50223], [-5.21558, -0.33141, 0.70234], [-3.78839, -0.78100, -0.23928], [-3.70086, 0.55920, 0.89905], [0.15759, -2.53133, 2.59937], [-0.41681, -4.04589, 3.30969], [-0.23394, -2.61577, 4.31933], [-2.65453, -3.81632, 4.63600]],
  "atomic_forces_ev_per_a": [[0.15, 0.71, -1.01], [0.00, -0.05, -0.13], [-0.13, 0.15, 0.05], [0.01, -0.03, 0.11], [0.03, -0.10, -0.03], [0.07, -0.10, 0.06], [-0.13, 0.28, 0.16], [0.19, -0.34, -0.10], [0.05, -0.67, 0.64], [0.51, 0.12, 0.12], [-0.02, -0.25, 0.24], [-0.05, 0.23, -0.14], [-0.28, -0.26, -0.24], [0.02, 0.00, 0.02], [0.00, -0.01, 0.03], [-0.02, 0.01, 0.06], [-0.01, 0.00, -0.02], [0.02, 0.01, 0.00], [-0.03, 0.06, -0.02], [0.01, 0.00, 0.00], [0.00, -0.01, 0.00], [0.01, 0.02, 0.00], [-0.02, 0.02, -0.01], [0.02, 0.01, -0.02], [-0.01, 0.00, 0.01], [0.01, 0.01, 0.01], [0.00, 0.03, 0.01], [0.03, -0.01, -0.01], [0.01, 0.19, 0.08], [0.04, -0.06, 0.03], [-0.04, -0.02, 0.00], [0.02, 0.01, 0.06], [-0.05, -0.06, -0.04], [0.01, 0.02, 0.04], [0.09, -0.02, 0.10], [-0.13, 0.21, -0.31], [-0.03, 0.01, -0.05], [-0.01, 0.00, -0.02], [0.01, -0.01, -0.02], [0.00, 0.01, -0.01], [0.00, 0.01, 0.00], [-0.04, 0.01, 0.01], [0.01, 0.03, -0.05], [0.01, -0.01, 0.01], [0.08, 0.03, -0.05], [-0.05, -0.05, 0.06], [0.08, 0.12, -0.17], [0.02, -0.05, 0.05], [-0.01, 0.08, -0.16], [-0.48, -0.34, 0.71], [0.17, 0.01, -0.03], [-0.06, 0.03, -0.02], [-0.08, 0.00, 0.00], [0.00, -0.01, 0.01], [-0.02, 0.00, 0.00], [-0.02, 0.00, 0.00], [0.01, 0.02, -0.02], [0.00, -0.02, 0.03], [-0.02, 0.05, -0.02], [-0.02, 0.02, -0.05], [0.05, -0.03, 0.03], [0.01, 0.00, 0.00], [0.01, 0.00, -0.01], [0.01, 0.00, 0.00]],
  "homo_lumo_gap_ev": [7.859, 5.814],
  "relative_energy_ev": 0.361,
  "s_squared": 8.7770,
  "lumo_ev": [-2.53, -4.58],
  "total_charge": 1,
  "total_energy_ha": -3959.43564,
  "molar_mass_g_mol": 587.66,
  "multiplicity": 6,
  "fmax_ha_per_bohr": 0.024
}


> Which of these has the highest multiplicity?

C24H33N3ORuSeSi


> What is the formula in the second record?

C24H33N3ORuSeSi


> The lowest multiplicity belongs to which entry?

C24H33N3O2STi


> Look up the multiplicity of the first one.

2